Entry 1:
Entry from the Open Molecules 2025 dataset: a structure of composition C32H49CoN4O4P2S (ωB97M-V with the def2-TZVPD basis set).

Positions of all 93 atoms, in Å:
Co: 0.821 -0.010 -1.364
C: 2.244 3.110 0.861
C: 1.726 3.547 -0.512
C: 1.070 4.924 -0.418
P: 0.582 2.286 -1.231
C: -0.060 3.089 -2.779
C: -0.095 2.089 -3.959
C: -1.379 3.859 -2.685
C: -0.638 2.050 0.105
C: -1.781 2.786 0.397
C: -2.577 2.445 1.483
C: -2.216 1.365 2.278
C: -1.074 0.620 2.002
C: -0.267 0.954 0.916
N: 0.846 0.211 0.490
C: 1.878 -0.308 1.263
C: 1.966 -0.131 2.653
C: 3.039 -0.643 3.363
C: 4.072 -1.322 2.725
C: 4.024 -1.456 1.351
C: 2.943 -0.968 0.611
P: 2.915 -0.927 -1.200
C: 4.513 -0.153 -1.695
C: 4.681 1.231 -1.075
C: 4.618 -0.080 -3.222
C: 3.083 -2.648 -1.867
C: 1.796 -3.445 -1.650
C: 4.287 -3.447 -1.374
H: 3.029 3.796 1.188
H: 2.653 2.104 0.857
H: 1.439 3.145 1.601
H: 2.560 3.602 -1.219
H: 0.166 4.889 0.196
H: 0.818 5.341 -1.394
H: 1.768 5.615 0.062
H: 0.738 3.806 -2.983
H: -1.120 1.812 -4.214
H: 0.458 1.168 -3.761
H: 0.347 2.527 -4.854
H: -2.221 3.194 -2.480
H: -1.573 4.356 -3.639
H: -1.356 4.631 -1.915
H: -2.074 3.622 -0.224
H: -3.469 3.017 1.703
H: -2.834 1.094 3.127
H: -0.822 -0.240 2.612
H: 1.206 0.439 3.169
H: 3.079 -0.491 4.437
H: 4.911 -1.713 3.288
H: 4.857 -1.927 0.842
H: 5.294 -0.808 -1.309
H: 3.878 1.897 -1.399
H: 5.628 1.668 -1.402
H: 4.686 1.193 0.014
H: 3.782 0.487 -3.644
H: 4.634 -1.065 -3.692
H: 5.541 0.431 -3.506
H: 3.195 -2.476 -2.942
H: 1.697 -3.709 -0.594
H: 1.818 -4.373 -2.226
H: 0.912 -2.885 -1.962
H: 4.193 -3.679 -0.312
H: 5.237 -2.937 -1.541
H: 4.331 -4.397 -1.912
C: -4.227 -3.147 4.863
C: -5.377 -2.418 4.172
S: -5.492 -2.760 2.431
O: -5.031 -4.104 2.175
O: -6.778 -2.327 1.954
C: -4.268 -1.674 1.705
C: -4.186 -2.048 0.223
N: -3.151 -1.268 -0.474
C: -1.871 -1.659 -0.601
N: -1.198 -0.841 -1.411
C: -2.096 0.115 -1.819
C: -3.293 -0.133 -1.252
N: -4.445 0.730 -1.285
O: -5.390 0.460 -0.568
O: -4.336 1.740 -1.952
C: -1.325 -2.839 0.120
H: -4.336 -3.066 5.944
H: -3.257 -2.724 4.591
H: -4.226 -4.201 4.594
H: -5.307 -1.331 4.252
H: -6.356 -2.726 4.545
H: -3.329 -1.840 2.238
H: -4.616 -0.647 1.831
H: -5.141 -1.852 -0.244
H: -3.959 -3.102 0.102
H: -1.855 0.919 -2.492
H: -1.845 -3.754 -0.170
H: -1.437 -2.718 1.198
H: -0.272 -2.949 -0.106

Summary:
HOMO energy (alpha / beta) ... -9.95 / -10.06 eV
Spin multiplicity ... 2
Maximum force ... 0.01372 Eh/bohr
HOMO-LUMO gap (alpha / beta) ... 0.229 / 0.258 hartree
Charge ... +1

Mulliken atomic charge list, values in e, 2 entries: atom 1 (Co): -0.851, atom 2 (C): -1.197

***

Entry 2:
Entry from the Open Molecules 2025 dataset: a cluster of 3 separate species, C32H49F7N3O4S2 in total at a distorted geometry (ωB97M-V with the def2-TZVPD basis set).

Positions of all 97 atoms, in Å:
C: -3.968 -4.134 -2.888
C: -2.540 -3.462 -3.441
C: -2.338 -2.093 -2.501
C: -3.673 -1.184 -2.744
N: -1.017 -1.456 -2.744
C: -0.561 -0.470 -1.706
N: -1.476 0.567 -1.151
C: -2.019 0.352 0.205
C: -1.588 -0.952 1.057
F: -0.410 -0.746 1.981
O: -1.164 1.829 -1.465
C: -2.364 2.696 -1.536
C: -2.208 3.901 -0.386
C: -3.444 3.782 0.708
C: -2.208 5.313 -1.219
C: -1.730 6.627 -0.364
C: -2.997 7.650 -0.047
C: -0.903 6.301 1.013
N: 0.781 -0.582 -1.317
C: 1.453 0.361 -0.318
C: 2.265 1.546 -1.173
C: 2.179 2.958 -0.283
S: 3.454 2.987 1.128
C: 1.714 -1.679 -1.874
O: 1.266 -3.035 -1.433
C: 2.389 -3.988 -1.430
F: 1.813 -5.364 -1.544
F: 3.294 -3.784 -2.586
F: 3.165 -3.868 -0.163
S: -0.643 -1.046 -4.371
O: -1.820 -0.724 -5.312
O: 0.341 0.187 -4.424
C: 0.333 -2.466 -5.195
F: 0.509 -3.641 -4.283
F: 1.736 -2.035 -5.553
F: -0.311 -2.934 -6.454
H: -4.138 -3.796 -1.758
H: -3.915 -5.303 -2.876
H: -4.883 -3.695 -3.489
H: -2.627 -3.222 -4.583
H: -1.715 -4.290 -3.194
H: -2.409 -2.502 -1.381
H: -3.360 -0.046 -2.923
H: -4.238 -1.494 -3.749
H: -4.450 -1.187 -1.866
H: -1.764 1.313 0.866
H: -3.211 0.355 0.132
H: -1.412 -1.947 0.472
H: -2.491 -1.185 1.805
H: -3.381 2.123 -1.462
H: -2.312 3.218 -2.608
H: -1.216 3.656 0.183
H: -3.188 3.132 1.648
H: -3.667 4.869 1.082
H: -4.398 3.276 0.202
H: -3.304 5.431 -1.672
H: -1.444 5.174 -2.117
H: -0.976 7.226 -1.069
H: -2.661 8.711 -0.433
H: -3.984 7.254 -0.553
H: -3.118 7.650 1.128
H: -0.072 5.470 0.813
H: -0.319 7.241 1.450
H: -1.660 5.838 1.788
H: 0.703 0.937 0.372
H: 2.267 -0.189 0.349
H: 3.385 1.258 -1.390
H: 1.691 1.795 -2.187
H: 2.342 3.891 -1.009
H: 1.091 3.106 0.180
H: 4.695 3.078 0.424
H: 1.867 -1.591 -3.032
H: 2.798 -1.549 -1.394
C: 2.480 2.024 7.338
C: 3.376 3.078 7.158
C: 3.737 3.474 5.870
C: 3.195 2.821 4.762
C: 2.297 1.770 4.943
C: 1.942 1.368 6.231
H: 2.201 1.714 8.342
H: 3.793 3.590 8.021
H: 4.440 4.290 5.730
H: 3.473 3.133 3.759
H: 1.873 1.263 4.080
H: 1.247 0.545 6.371
C: 1.482 -7.429 2.208
C: 2.042 -6.675 1.177
C: 3.403 -6.783 0.893
C: 4.203 -7.653 1.635
C: 3.642 -8.410 2.664
C: 2.283 -8.295 2.954
H: 0.422 -7.342 2.432
H: 1.417 -6.003 0.595
H: 3.840 -6.191 0.094
H: 5.262 -7.741 1.411
H: 4.265 -9.089 3.240
H: 1.847 -8.880 3.759

Summary:
HOMO energy ... -10.86 eV
Maximum force ... 0.17347 Eh/bohr
HOMO-LUMO gap ... 0.192 hartree
Charge ... +1

Mulliken atomic charge list, values in e, 2 entries: atom 1 (C): -0.905, atom 2 (C): -0.425